No. 1
62
Properties=species:S:1:pos:R:3 method="wB97M-V/def2-TZVPD" smiles="CCOC(=O)C1(CCCc2ccccc2)CCN(C(=O)CCCn2cncn2)CC1" energy_ev=-36474.88623 relative_energy_ev=1.255 gap_ev=9.864
C -5.10023 -3.50457 0.56705
C -3.64352 -3.80536 0.88673
H -3.25822 -4.56903 0.20306
H -3.52794 -4.13656 1.92077
O -2.82730 -2.63661 0.78078
C -2.39170 -2.30510 -0.43493
O -2.63478 -2.94164 -1.42855
C -1.57108 -1.01814 -0.43808
C -0.92743 -0.72402 0.92106
H -1.67641 -0.72834 1.71065
H -0.47276 0.26842 0.88185
C 0.14762 -1.75452 1.26192
N 1.15055 -1.82135 0.21750
C 2.42244 -1.46516 0.49816
O 2.74502 -1.08591 1.61275
C 3.45333 -1.53581 -0.61796
H 3.29792 -2.40716 -1.25294
C 3.45354 -0.25265 -1.45675
H 4.19776 -0.34218 -2.25101
H 2.47714 -0.09994 -1.91919
C 3.78802 0.98203 -0.61068
N 5.13375 0.92712 -0.11734
C 5.59286 0.45336 1.05439
N 6.90216 0.53918 1.09129
C 7.21236 1.07893 -0.10337
N 6.17201 1.32500 -0.86370
H 8.21637 1.29091 -0.40814
H 4.95716 0.06538 1.82421
H 3.69492 1.88285 -1.22268
H 3.11554 1.04797 0.24751
H 4.42673 -1.64403 -0.13488
C 0.59003 -2.18376 -1.06145
H 1.36267 -2.25495 -1.82374
C -0.46102 -1.15719 -1.49164
H -0.89925 -1.47665 -2.43782
H 0.01283 -0.18394 -1.63436
H 0.11103 -3.16649 -0.96791
H 0.65467 -1.48386 2.18941
H -0.30670 -2.74426 1.37896
C -2.52014 0.11970 -0.87317
C -3.77903 0.26497 -0.02190
H -3.51063 0.33860 1.03246
H -4.41409 -0.61290 -0.14950
C -4.57599 1.51502 -0.41976
C -3.80632 2.77099 -0.12330
C -3.67261 3.21480 1.18700
C -2.93718 4.34912 1.47804
C -2.32247 5.05824 0.45968
C -2.45140 4.62740 -0.84912
C -3.18781 3.49108 -1.13687
H -3.28705 3.16131 -2.16171
H -1.97769 5.17771 -1.64912
H -1.74851 5.94468 0.68545
H -2.84444 4.68274 2.50130
H -4.15488 2.66802 1.98512
H -4.81513 1.46647 -1.48379
H -5.51442 1.52369 0.13944
H -1.96082 1.05778 -0.84136
H -2.81563 -0.06088 -1.90969
H -5.69701 -4.39888 0.72099
H -5.47343 -2.71386 1.21379
H -5.19678 -3.19420 -0.47066


No. 2
69
Properties=species:S:1:pos:R:3 method="wB97M-V/def2-TZVPD" energy_ev=-83831.07733 spin_multiplicity=2 relative_energy_ev=2.533 gap_ev="7.268 / 7.322"
Ru 0.14475 -1.31840 0.69021
S -0.69623 -1.33389 2.93243
C -1.85608 -2.51891 2.52338
S -1.69731 -2.84255 0.85595
C -2.73899 -3.09785 3.39049
C -2.69913 -2.76723 4.78304
N -2.66799 -2.49545 5.90199
C -3.70831 -4.04685 2.93100
N -4.48274 -4.81090 2.55362
C -0.46255 5.29127 -3.87777
C -0.85115 4.00156 -3.20637
C -1.70804 3.99194 -2.11440
C -2.09901 2.79752 -1.51873
C -1.62510 1.59875 -2.02061
C -0.75806 1.58605 -3.10972
C -0.37190 2.78096 -3.68772
S -2.20472 0.07218 -1.33340
O -3.10517 -0.50318 -2.29558
O -2.69913 0.39776 -0.02547
N -0.86066 -0.80640 -1.18377
C -0.54789 -1.92764 -1.92769
C -1.06634 -2.31456 -3.17398
C -0.57672 -3.46211 -3.75240
C 0.40754 -4.21599 -3.10852
C 0.85476 -3.76721 -1.89075
N 0.40137 -2.64824 -1.31564
H -0.63790 6.14691 -3.22663
H -1.04779 5.43848 -4.78774
H 0.58965 5.28506 -4.16373
H -2.08410 4.93008 -1.72200
H -2.77154 2.78713 -0.67008
H -0.38907 0.64290 -3.49662
H 0.30634 2.77371 -4.53361
H -1.85686 -1.73807 -3.62809
H -0.96230 -3.78079 -4.71253
H 0.80087 -5.12549 -3.53852
H 1.61551 -4.31482 -1.34234
N 1.26270 -3.06238 1.63444
C 2.74134 -3.16570 1.72741
C 3.35293 -2.29773 0.64801
C 3.34640 -0.83486 1.07792
C 3.19869 0.05711 -0.13326
N 1.76688 0.04033 -0.52433
H 0.82659 -3.24943 2.53108
H 0.89965 -3.72878 0.96176
H 3.06325 -4.20519 1.63402
H 3.05025 -2.81524 2.71308
H 2.72385 -2.41002 -0.23836
H 4.36402 -2.61635 0.38678
H 4.23726 -0.59638 1.66439
H 2.47752 -0.63968 1.70969
H 3.78919 -0.33546 -0.96413
H 3.55934 1.06785 0.06874
H 1.64126 0.07332 -1.52746
H 1.29091 0.83700 -0.11233
C -1.79678 2.04266 2.60500
P -0.03694 2.17848 2.33014
C 0.22938 3.56863 1.22999
C 0.66267 2.66508 3.90676
O 0.63085 0.93393 1.79546
H -2.24921 3.03445 2.66467
H -1.97007 1.50499 3.53700
H -2.23939 1.47063 1.78896
H -0.16663 4.49636 1.64586
H -0.25593 3.36308 0.27576
H 1.30281 3.67574 1.06567
H 0.21416 3.59839 4.25038
H 1.74225 2.78462 3.81588
H 0.45279 1.87883 4.63329


No. 3
67
Properties=species:S:1:pos:R:3 method="wB97M-V/def2-TZVPD" energy_ev=-59294.99521 charge=+1 relative_energy_ev=2.690 gap_ev=6.904
Sr -0.32082 -1.03312 -0.01921
N -3.48233 -2.57314 3.22831
C -2.49078 -2.39149 2.34635
S -1.85805 0.58838 2.15844
N -2.06243 -3.57964 1.87768
N -1.05393 -3.37268 1.05837
C -0.61599 -4.34845 0.32642
C 0.57434 -4.20253 -0.49312
C 0.92688 -5.25686 -1.35155
C 2.07847 -5.16751 -2.09582
C 2.87076 -4.02435 -1.99210
C 2.44485 -3.02270 -1.14735
N 1.33208 -3.09385 -0.40844
H -3.87625 -1.79764 3.72513
H -3.77451 -3.50618 3.50104
H -1.08663 -5.32785 0.36579
H 0.28704 -6.12687 -1.40613
H 2.36799 -5.97793 -2.75255
H 3.79361 -3.91909 -2.54460
H 3.01687 -2.10615 -1.04249
C 0.96934 -1.52861 -4.71390
C 0.74793 -0.78508 -3.43076
O 0.14480 -1.30009 -2.49169
N 1.22168 0.47374 -3.35695
C 1.03678 1.34219 -2.20240
C -0.37933 1.86221 -2.06802
C -0.72310 3.10761 -2.56911
C -2.04861 3.51375 -2.51568
C -2.98578 2.65659 -1.97001
C -2.54995 1.44158 -1.46935
N -1.27825 1.04501 -1.50430
H 1.27421 -2.54435 -4.46949
H 1.71292 -1.06284 -5.35735
H 0.01955 -1.58268 -5.24734
H 1.65598 0.86010 -4.17731
H 1.72221 2.17988 -2.32473
H 1.36424 0.81805 -1.29869
H 0.03485 3.74687 -3.00318
H -2.34166 4.48155 -2.90026
H -4.03165 2.92296 -1.91645
H -3.25451 0.75132 -1.01959
C -2.01152 3.46249 3.29759
P -1.50273 2.68179 1.71388
C -3.65728 0.65679 1.93451
C 0.31598 2.66044 1.95529
C 1.10895 3.32032 1.01849
C 2.48396 3.43905 1.20503
C 3.07997 2.88000 2.32586
C 2.30132 2.20366 3.26107
C 0.93142 2.09981 3.07811
H -1.66655 2.90906 4.17063
H -3.09852 3.53834 3.33290
H -1.60116 4.47365 3.32134
H -4.12229 1.08536 2.81984
H -3.98039 -0.37583 1.81461
H -3.91397 1.25555 1.06348
H 0.63596 3.77818 0.15624
H 3.08427 3.98050 0.48484
H 4.14624 2.98118 2.48134
H 2.76408 1.77855 4.14299
H 0.32884 1.58650 3.81942
N 2.43639 -0.13286 0.87323
N 1.53600 -0.77760 1.78510
H 3.40425 -0.27962 1.14554
H 2.26815 0.86554 0.95951
H 1.62433 -0.45342 2.74288
H 1.72148 -1.77749 1.76865


Please write out number 1 again, unchanged.
62
Properties=species:S:1:pos:R:3 method="wB97M-V/def2-TZVPD" smiles="CCOC(=O)C1(CCCc2ccccc2)CCN(C(=O)CCCn2cncn2)CC1" energy_ev=-36474.88623 relative_energy_ev=1.255 gap_ev=9.864
C -5.10023 -3.50457 0.56705
C -3.64352 -3.80536 0.88673
H -3.25822 -4.56903 0.20306
H -3.52794 -4.13656 1.92077
O -2.82730 -2.63661 0.78078
C -2.39170 -2.30510 -0.43493
O -2.63478 -2.94164 -1.42855
C -1.57108 -1.01814 -0.43808
C -0.92743 -0.72402 0.92106
H -1.67641 -0.72834 1.71065
H -0.47276 0.26842 0.88185
C 0.14762 -1.75452 1.26192
N 1.15055 -1.82135 0.21750
C 2.42244 -1.46516 0.49816
O 2.74502 -1.08591 1.61275
C 3.45333 -1.53581 -0.61796
H 3.29792 -2.40716 -1.25294
C 3.45354 -0.25265 -1.45675
H 4.19776 -0.34218 -2.25101
H 2.47714 -0.09994 -1.91919
C 3.78802 0.98203 -0.61068
N 5.13375 0.92712 -0.11734
C 5.59286 0.45336 1.05439
N 6.90216 0.53918 1.09129
C 7.21236 1.07893 -0.10337
N 6.17201 1.32500 -0.86370
H 8.21637 1.29091 -0.40814
H 4.95716 0.06538 1.82421
H 3.69492 1.88285 -1.22268
H 3.11554 1.04797 0.24751
H 4.42673 -1.64403 -0.13488
C 0.59003 -2.18376 -1.06145
H 1.36267 -2.25495 -1.82374
C -0.46102 -1.15719 -1.49164
H -0.89925 -1.47665 -2.43782
H 0.01283 -0.18394 -1.63436
H 0.11103 -3.16649 -0.96791
H 0.65467 -1.48386 2.18941
H -0.30670 -2.74426 1.37896
C -2.52014 0.11970 -0.87317
C -3.77903 0.26497 -0.02190
H -3.51063 0.33860 1.03246
H -4.41409 -0.61290 -0.14950
C -4.57599 1.51502 -0.41976
C -3.80632 2.77099 -0.12330
C -3.67261 3.21480 1.18700
C -2.93718 4.34912 1.47804
C -2.32247 5.05824 0.45968
C -2.45140 4.62740 -0.84912
C -3.18781 3.49108 -1.13687
H -3.28705 3.16131 -2.16171
H -1.97769 5.17771 -1.64912
H -1.74851 5.94468 0.68545
H -2.84444 4.68274 2.50130
H -4.15488 2.66802 1.98512
H -4.81513 1.46647 -1.48379
H -5.51442 1.52369 0.13944
H -1.96082 1.05778 -0.84136
H -2.81563 -0.06088 -1.90969
H -5.69701 -4.39888 0.72099
H -5.47343 -2.71386 1.21379
H -5.19678 -3.19420 -0.47066